{"formula": "C12H23BrIN5O2P", "method": "the ωB97M-V functional and the def2-TZVPD basis", "species": ["H", "H", "O", "N", "H", "H", "P", "C", "H", "H", "C", "C", "H", "H", "O", "C", "N", "H", "C", "H", "C", "H", "C", "H", "H", "H", "H", "H", "N", "C", "N", "C", "I", "H", "H", "H", "H", "N", "Br", "C", "C", "H", "C", "H", "H"], "positions_angstrom": [[-1.5353, -1.6449, 2.2554], [0.7216, -0.4024, -2.6147], [-3.0683, 3.9433, -0.4690], [-2.0687, 2.8561, 1.2608], [-1.9295, 1.0005, 3.1860], [-0.6186, 2.6416, 2.8320], [3.7941, -3.6847, 0.1261], [1.1640, -1.0635, 1.2155], [-0.2566, 2.4774, -0.8703], [3.0503, -2.2388, -2.2656], [1.7481, 1.9539, -2.8614], [-0.8486, 3.4062, -1.0146], [-3.6523, 1.5212, 1.0073], [-0.1405, 4.2373, -0.8126], [3.9821, -4.2048, 1.6844], [-2.0627, 3.4361, -0.0744], [2.0109, -2.0670, 1.5069], [2.1395, -2.4625, 2.4280], [1.7674, -0.6325, -2.8782], [-1.1211, 3.4809, -2.0798], [0.2612, -0.4358, 2.2905], [2.0316, 2.3205, -1.8567], [-2.2222, 0.4810, 2.2555], [3.1287, -4.4992, 2.0559], [-3.1770, -0.0285, 2.4981], [0.5291, 0.6122, 2.4937], [3.5335, 0.6780, -2.5561], [-0.2788, 3.9557, 1.7166], [2.6056, -2.3777, 0.3207], [-1.2309, -0.6605, 1.8461], [1.1831, -0.6784, -0.0684], [2.6003, 0.6666, -3.1467], [2.0672, 3.4908, -4.3412], [0.4934, -1.0044, 3.2168], [2.8891, 0.6945, -4.2147], [-2.2198, 1.0717, 0.0818], [1.7189, -1.1898, -3.8344], [2.3958, -1.5498, -1.9126], [2.7245, -5.3483, -0.9354], [-0.6880, 2.9275, 1.7624], [-2.5479, 1.4546, 1.0785], [0.6695, 1.7303, -2.8293], [2.1084, -1.5656, -0.6280], [-1.2321, -0.7530, 0.7431], [0.0266, 2.2636, 1.2145]], "atomic_forces_ev_per_a": [[-0.003, 0.601, -0.196], [0.613, -0.223, 0.304], [-0.657, 0.091, -0.267], [1.861, -0.225, -0.869], [-0.017, -0.190, -0.564], [-0.286, 0.172, -0.569], [1.654, -0.544, 0.121], [-0.890, 1.715, 0.627], [-0.338, 0.464, -0.086], [-0.141, 0.215, -0.034], [0.508, -0.634, 0.650], [1.056, -0.511, 0.423], [0.628, 0.079, -0.051], [-0.510, -0.366, 0.065], [-1.456, 0.776, -1.265], [-0.533, 0.632, -0.308], [-1.824, 1.603, -0.448], [0.526, -0.243, -0.397], [0.365, 0.180, -1.075], [-0.338, 0.023, 0.648], [0.454, -1.252, -0.370], [-0.242, 0.222, -0.681], [-0.397, -0.787, -0.500], [0.472, -0.371, 0.143], [0.507, 0.333, -0.061], [-0.103, -0.389, -0.439], [-0.464, -0.015, -0.219], [-0.476, -0.476, -0.122], [1.299, -2.088, 0.112], [0.397, 0.352, 0.253], [1.399, -2.010, 0.795], [-0.689, 0.462, -0.379], [-0.105, -0.327, 0.542], [-0.350, 0.458, -0.299], [-0.065, -0.223, 0.595], [0.121, -0.148, 0.707], [-0.020, 0.133, 0.616], [0.175, -0.552, -0.031], [-0.237, 0.524, 0.528], [0.785, -0.325, 0.715], [-0.814, 0.206, 0.342], [0.522, 0.168, -0.298], [-1.850, 2.082, 0.563], [-0.148, 0.043, 0.576], [-0.387, 0.366, 0.202]], "smiles": "CC(=O)N(C)CCCCc1nc(NCCCI)n(P(O)Br)[nH+]1", "charge": 1, "gap_ev": 7.99, "lumo_energy_ev": -3.66}

=====

{"formula": "C12H23F3HfNO5P2S", "method": "the ωB97M-V functional and the def2-TZVPD basis", "species": ["H", "O", "C", "H", "Hf", "N", "H", "H", "H", "C", "F", "C", "H", "C", "C", "H", "H", "P", "H", "O", "C", "F", "H", "C", "H", "H", "F", "H", "H", "H", "H", "C", "S", "C", "O", "O", "H", "H", "H", "H", "C", "C", "C", "H", "P", "O", "H", "H"], "positions_angstrom": [[-5.5302, 0.4285, 0.4069], [1.5362, 1.2364, 1.0598], [1.1079, 3.1138, -1.8320], [0.0069, -0.5930, 4.0522], [0.5503, -0.1858, -0.1025], [-1.6810, 0.1053, 0.0511], [4.0140, -0.0203, -3.9666], [-2.2438, -2.7917, 1.5604], [-4.3600, -1.6909, 1.0929], [-0.3322, 1.3918, -3.5434], [3.6310, -1.1907, 2.1066], [-0.7080, -1.2758, 3.5712], [-1.6774, -0.7615, 3.5352], [-3.7982, -0.8197, 0.7373], [-1.6179, -2.1429, 0.9595], [-1.0008, 2.2002, -3.8746], [-0.8018, -2.1567, 4.2256], [-0.1041, -1.7151, 1.9298], [0.1913, -3.8801, 3.0108], [3.6894, 2.0584, 0.0524], [-2.4134, -0.9095, 0.5993], [3.2058, 0.6217, 3.2911], [0.2852, -2.9639, -1.4221], [-1.5416, 2.2734, -1.0830], [2.1351, 2.8169, -2.0820], [-1.2739, 3.1130, -0.4239], [5.1122, 0.4668, 2.1496], [-2.0876, 2.7335, -1.9164], [0.4041, -1.4215, -1.6670], [1.7092, -3.1717, 2.4508], [-0.8202, 0.4184, -3.6746], [3.7902, 0.1636, 2.1575], [2.9934, 0.9547, 0.5822], [-2.3292, 1.2161, -0.3851], [2.7066, -0.2715, -0.3506], [3.3083, 0.3662, -3.4047], [1.1181, 3.6109, -0.8534], [-1.2203, -2.6268, 0.0200], [0.6151, 1.3823, -4.0989], [0.6274, -3.9512, 1.2845], [-3.6915, 1.3622, -0.2183], [-4.4488, 0.3402, 0.3302], [0.6594, -3.3289, 2.1857], [3.3808, -0.1320, -2.5624], [0.0579, 1.6371, -1.8091], [0.2529, -2.1088, -0.9761], [0.7310, 3.8073, -2.5964], [-4.1378, 2.2913, -0.5597]], "atomic_forces_ev_per_a": [[0.182, 0.004, 0.046], [0.508, -0.516, -0.708], [0.615, -0.015, 0.382], [-0.196, -0.148, -0.055], [1.642, 0.558, 3.409], [0.093, -0.013, -0.116], [-0.539, 0.412, 0.293], [-0.016, -0.451, -0.099], [0.259, 0.444, 0.006], [0.020, -0.802, -0.355], [-0.103, 2.001, -0.311], [0.061, 0.801, 0.708], [0.236, -0.070, -0.099], [0.516, -0.607, -0.056], [-0.258, 0.044, -0.477], [0.319, -0.249, 0.013], [0.021, 0.161, -0.459], [-1.267, -1.003, 1.072], [-0.109, 0.267, -0.236], [-0.171, -0.685, 0.299], [-0.329, -0.250, -0.013], [0.620, -0.420, -2.224], [0.248, -0.626, -0.291], [0.796, 0.270, -0.109], [-0.192, 0.166, -0.103], [-0.106, -0.270, 0.092], [-2.604, -0.402, -0.264], [-0.101, -0.201, 0.227], [-0.238, -2.071, -2.176], [-0.045, -0.165, 0.010], [-0.067, 0.260, -0.258], [2.038, -0.700, 1.939], [-0.598, -0.861, 0.183], [-0.388, 0.132, -0.019], [-0.363, 1.378, 0.820], [0.134, -0.869, 0.694], [-0.006, -0.118, -0.227], [-1.494, 0.086, 1.651], [-0.247, 0.049, -0.010], [0.037, 0.118, 0.135], [0.009, 0.364, -0.192], [0.028, -0.076, 0.037], [0.844, -0.316, -0.218], [0.289, 0.455, -0.845], [-1.118, 2.405, -1.163], [1.136, 1.943, -1.140], [0.026, -0.223, 0.162], [-0.123, -0.191, 0.044]], "charge": 3, "relative_energy_kj_mol": 102.24, "gap_ev": 7.44, "lumo_energy_ev": -11.93}

=====

{"formula": "C12H23HoI2NO2P2", "method": "the ωB97M-V functional and the def2-TZVPD basis", "species": ["I", "H", "C", "H", "H", "H", "C", "H", "H", "C", "P", "Ho", "P", "O", "C", "H", "H", "H", "H", "H", "H", "O", "H", "C", "H", "H", "C", "H", "C", "C", "H", "I", "C", "H", "C", "N", "C", "H", "H", "H", "H", "C", "H"], "positions_angstrom": [[2.8642, 5.5923, -1.2601], [3.7057, -1.9630, 1.9843], [-0.6373, -4.3501, -0.8817], [-4.1315, 1.8359, 1.0601], [4.5089, 1.2783, -0.2441], [-3.3135, 4.1276, -0.2313], [-0.3104, -3.3947, 0.0476], [2.8113, -0.6855, 2.8691], [-2.1091, -5.0025, -2.3009], [3.1812, -1.4760, -0.8395], [2.8049, -0.2598, 0.4820], [0.3608, 0.6870, -0.2969], [-1.9844, 2.0851, -0.0841], [1.6390, 3.6361, 0.9630], [-3.0901, 1.5499, 1.2727], [0.6406, -3.3404, 0.6028], [3.3206, -0.9406, -1.7878], [-2.4100, 1.8599, -2.4634], [-1.6757, 4.3067, -0.9556], [-3.0266, 0.4632, 1.4148], [4.1031, -2.0144, -0.5767], [-0.5708, -1.0599, 0.3162], [2.3515, -2.1860, -0.9630], [-2.2448, 3.8811, -0.1200], [-3.0784, -1.5280, 0.0690], [0.0803, -5.1339, -1.0936], [-2.7861, -3.3429, -1.1428], [-2.7671, 2.0213, 2.2088], [-1.8620, -4.3009, -1.5313], [-2.4383, -2.3458, -0.2443], [1.9094, -1.9423, 2.0072], [2.8448, 6.2131, 1.4205], [4.3650, 0.6531, 0.6448], [-3.7913, -3.2886, -1.5813], [1.1689, 2.6116, 0.7175], [-1.1377, -2.3179, 0.1343], [2.8124, -1.3198, 1.9733], [5.2174, -0.0370, 0.7546], [-2.9302, 0.4019, -1.5965], [4.3072, 1.3164, 1.5152], [-1.8541, 4.3163, 0.8078], [-2.9108, 1.5004, -1.5563], [-3.9369, 1.8929, -1.5145]], "atomic_forces_ev_per_a": [[0.057, 0.345, 0.931], [-0.264, 0.233, -0.022], [0.132, -0.779, 0.350], [0.348, -0.056, 0.047], [0.089, -0.099, 0.170], [0.406, -0.139, 0.067], [0.314, 1.113, -0.364], [0.017, -0.169, -0.189], [-0.048, -0.286, -0.269], [-0.064, 0.139, -0.101], [1.209, -0.713, 0.557], [0.066, 0.198, -0.161], [-1.426, 0.480, 0.230], [-1.255, -2.490, 0.214], [0.104, -0.139, 0.192], [-0.606, 0.133, -0.557], [0.103, -0.228, 0.124], [-0.245, -0.012, 0.062], [-0.187, 0.020, 0.161], [-0.060, 0.254, -0.023], [-0.287, 0.076, -0.202], [-0.938, -2.297, 0.614], [0.254, 0.076, 0.027], [0.241, 0.209, -0.109], [0.280, 0.004, -0.213], [-0.123, -0.033, 0.109], [-1.069, 0.308, 0.129], [-0.109, -0.086, -0.179], [-0.081, 0.414, 0.307], [0.983, -0.482, -0.714], [0.227, 0.116, 0.028], [0.410, 0.606, -0.942], [0.068, 0.280, -0.130], [0.473, -0.261, 0.289], [1.003, 1.898, -0.289], [0.255, 1.220, 0.247], [-0.182, 0.006, 0.154], [-0.354, 0.234, -0.016], [-0.103, 0.253, 0.020], [0.066, -0.131, -0.136], [-0.132, -0.037, -0.181], [0.155, 0.000, -0.097], [0.271, -0.180, -0.138]], "charge": 2, "relative_energy_kj_mol": 0.00, "gap_ev": [5.04, 6.20], "multiplicity": 6, "lumo_energy_ev": [-7.08, -7.09], "s2": 8.756}

=====

{"formula": "C12H23N5O6", "method": "the ωB97M-V functional and the def2-TZVPD basis", "species": ["H", "H", "H", "N", "O", "H", "O", "C", "O", "H", "H", "N", "H", "C", "C", "H", "H", "H", "H", "O", "C", "H", "H", "C", "O", "C", "H", "C", "H", "H", "H", "C", "N", "C", "H", "O", "H", "N", "C", "C", "C", "H", "H", "N", "H", "H"], "positions_angstrom": [[2.2475, -1.3505, 1.5972], [3.9709, 1.4778, -2.6218], [-3.3392, -2.2113, 6.0746], [2.9264, -0.2448, -4.0916], [-1.7746, 3.0488, -0.7024], [2.5555, -2.3455, 3.0391], [-3.6534, -0.6857, 3.6722], [1.7948, -2.0095, 2.3352], [-1.8049, 1.8609, -4.0439], [5.2736, 1.1017, -5.7052], [1.1982, 1.7837, -3.9988], [-0.3098, -0.8149, 2.3847], [2.3674, 0.4166, -2.1672], [0.7269, -1.2565, 3.0920], [-2.4441, -0.8897, 3.7560], [0.2530, 0.3335, -4.3686], [-2.5091, 3.4333, -0.1954], [-1.4519, 1.2754, 1.2220], [-3.4617, -3.3017, 4.6815], [-2.6233, -0.3527, 0.8022], [-2.3616, 2.5300, -1.8181], [2.7148, -0.8607, -4.8710], [-3.0010, 1.2223, 2.0773], [0.7842, 0.8643, -3.5710], [0.8225, -1.0964, 4.3006], [3.9135, 0.6161, -4.3914], [-3.4240, -0.7420, 1.1799], [1.9102, -0.0320, -3.0553], [0.3448, 1.8741, -1.7154], [-1.0753, 0.7289, 3.5605], [-0.9414, -1.9102, 4.6226], [-1.4886, 1.8911, -2.8533], [4.2682, 1.6150, -3.5772], [-2.1635, 0.6190, 1.7233], [5.2019, 1.9689, -3.7339], [-3.5723, 2.5693, -1.9870], [-2.1272, -3.4954, 5.8434], [4.5428, 0.4390, -5.4762], [-0.1764, 1.2159, -2.4164], [-1.4590, -0.0558, 2.9082], [-2.7653, -2.7720, 5.3344], [-0.3407, -1.0362, 1.4010], [1.4981, -1.0001, -2.7513], [-1.9512, -1.8529, 4.5427], [-0.4463, 0.3024, -1.8784], [1.3508, -2.8715, 1.8402]], "atomic_forces_ev_per_a": [[0.078, -0.084, -0.166], [0.453, 0.495, 0.121], [-0.041, -0.130, -0.010], [-1.295, -0.856, 1.258], [0.040, -0.483, -0.956], [-0.135, 0.077, -0.084], [0.199, 0.204, -0.224], [-0.059, 0.096, 0.015], [0.009, 0.494, 2.662], [-0.106, 0.044, 0.404], [-0.030, -0.155, 0.022], [-1.076, 0.436, -0.690], [0.045, -0.130, -0.049], [0.888, -0.380, 0.604], [-0.945, -0.374, -0.246], [0.029, 0.190, 0.110], [0.068, -0.045, -0.013], [0.011, -0.138, -0.130], [-0.006, 0.025, 0.104], [0.074, 0.045, -0.237], [-3.197, 0.746, 0.445], [0.021, 0.255, 0.331], [0.104, 0.005, 0.168], [-0.617, 0.043, 0.415], [-0.162, 0.156, 0.381], [1.522, -0.217, -2.049], [0.092, 0.035, 0.013], [0.215, 0.234, -0.879], [-0.143, -0.069, 0.181], [0.121, 0.060, 0.142], [-0.167, 0.108, 0.141], [1.823, -1.196, -2.861], [-0.612, 1.244, 2.357], [-0.159, -0.353, 0.535], [-0.323, -0.107, 0.294], [2.003, 0.001, 0.423], [0.043, 0.192, -0.144], [0.118, -0.984, -1.992], [-0.133, 0.393, -0.375], [0.478, -0.036, 0.081], [-0.202, 0.503, -0.295], [-0.169, -0.047, 0.041], [0.163, 0.080, -0.019], [1.009, -0.352, 0.126], [-0.103, 0.013, 0.196], [0.071, -0.039, -0.152]], "smiles": "[H]/N=C(\\N)NCCCC(=O)C(=O)O.CNC(=O)[C@H](CO)NC(C)=O", "charge": 0, "gap_ev": 8.05, "lumo_energy_ev": -0.46}